Entry 1:
# C25H27N3O7

The molecule C25H27N3O7 (ωB97M-V with the def2-TZVPD basis set, the OMol25 dataset).

Summary:
* spin multiplicity: 1
* highest occupied orbital energy: -7.974 eV
* SMILES: CCOC(=O)N1CCC(N2C(=O)c3ccc(C(=O)Nc4ccc(OC)c(OC)c4)cc3C2=O)CC1
* LUMO energy: -0.720 eV

Atoms and positions in Å:
N -3.604 0.628 -0.053
H -7.753 -4.165 0.300
C 7.556 -3.613 -0.908
O 6.852 -2.561 1.408
H -7.997 0.462 -1.277
H 6.789 1.215 -0.556
C -1.750 2.128 -0.270
H 6.632 -0.238 -1.571
C 4.204 1.254 0.375
N 2.800 1.601 0.232
H -5.844 1.585 -1.252
H 8.297 -4.907 -2.445
C -9.672 -1.303 -0.796
C -4.879 0.051 -0.109
H 3.877 -0.600 1.418
H -7.077 -4.711 1.855
C -0.771 1.129 -0.275
C -3.202 1.840 -0.517
H 4.618 1.258 -1.750
H -2.179 4.202 -0.116
O 1.901 -0.493 -0.149
C 4.748 0.594 -0.894
O -6.256 -3.025 1.184
C 1.776 0.698 -0.013
C -7.373 -1.240 -0.142
H -1.002 0.093 -0.470
C -5.059 -1.176 0.518
C 6.788 -1.850 0.433
H 6.101 -0.703 2.494
C 5.921 0.021 1.698
H -8.213 -3.340 1.810
C -6.280 -1.837 0.517
H 6.475 0.942 1.915
H -9.481 -1.178 -1.866
C 0.535 1.512 -0.063
H -4.242 -1.660 1.032
N 6.424 -0.545 0.468
O 3.055 3.865 0.556
O -8.580 -1.895 -0.138
C 0.882 2.849 0.149
C 6.233 0.281 -0.700
H 8.763 -3.210 -2.641
H 0.196 4.875 0.289
C -5.955 0.635 -0.760
H -10.501 -1.996 -0.657
H -2.924 0.073 0.448
O 7.114 -2.259 -0.813
H 7.112 -3.719 -3.008
C 4.429 0.328 1.573
O -3.917 2.651 -1.068
H 8.398 -3.761 -0.223
H 4.200 -0.331 -1.080
C 2.350 2.913 0.344
C -0.075 3.843 0.137
C -7.176 -0.014 -0.766
C -7.401 -3.842 1.282
C 7.959 -3.880 -2.346
H 4.070 0.801 2.489
H 6.743 -4.275 -0.593
C -1.393 3.462 -0.082
H -9.934 -0.335 -0.356
H 4.720 2.208 0.545

These are the natural (NBO) partial charges, in e, on atoms 1 to 2:
1 N -0.59
2 H 0.18



Entry 2:
# C5H11NO2

The molecule C5H11NO2 (ωB97M-V with the def2-TZVPD basis set, the OMol25 dataset).

Summary:
* spin multiplicity: 1
* highest occupied orbital energy: -9.638 eV
* SMILES: NC(=O)CCCCO
* LUMO energy: 0.860 eV

Atoms and positions in Å:
H 1.008 0.515 -0.620
C -0.995 -0.500 -0.222
H 1.290 -1.024 -1.062
H -0.618 -2.376 0.743
C -0.145 0.699 -0.590
O 0.862 -3.113 -1.035
N -1.261 2.814 0.340
H -0.534 1.028 -1.656
C -0.205 1.917 0.284
H 1.714 -3.387 -1.506
O 0.468 1.874 1.301
H -1.402 -0.872 -1.169
H 0.440 -0.847 1.303
H -1.774 -0.324 0.511
H -1.675 3.205 -0.487
C 1.180 -1.843 -0.347
H 2.099 -1.963 0.246
C -0.024 -1.461 0.542
H -1.220 3.382 1.182

These are the natural (NBO) partial charges, in e, on atoms 1 to 2:
1 H 0.24
2 C -0.40



Entry 3:
# C9H17NO

The molecule C9H17NO (ωB97M-V with the def2-TZVPD basis set, the OMol25 dataset).

Summary:
* spin multiplicity: 1
* highest occupied orbital energy: -9.448 eV
* SMILES: CC[C@]1(C(C)(C)C)CNC1=O
* LUMO energy: 0.740 eV

Atoms and positions in Å:
H 0.345 -2.122 -2.173
H 0.924 -2.023 1.258
C -0.301 0.403 0.052
H 0.446 3.361 -0.449
H -1.253 -0.935 1.328
H 2.113 0.939 -1.321
C -2.479 0.978 1.310
H -2.214 -0.515 -0.059
C 0.564 -0.646 -0.609
H 0.469 2.017 1.844
H -2.085 1.160 2.395
H -3.529 0.665 1.246
H -2.191 1.862 0.804
C 1.491 -1.372 0.494
H 0.850 0.247 -2.600
N 0.005 2.572 -0.151
C -1.563 -0.163 0.668
H -1.046 -0.963 -1.980
O -1.302 1.637 -1.803
H -0.735 -2.476 -0.953
C 0.653 1.783 0.831
C -0.626 1.598 -0.808
C -0.259 -1.677 -1.414
H 2.052 -0.728 1.066
H 2.135 -2.008 0.058
H 2.140 -0.832 -2.105
H 1.787 1.634 0.823
C 1.458 -0.054 -1.692

These are the natural (NBO) partial charges, in e, on atoms 1 to 2:
1 H 0.21
2 H 0.20



Entry 4:
# H80O40

A cluster of 40 separate species, H80O40 in total (ωB97M-V with the def2-TZVPD basis set, the OMol25 dataset).

Summary:
* spin multiplicity: 1
* highest occupied orbital energy: -10.700 eV
* LUMO energy: -0.635 eV

Atoms and positions in Å:
O 1.835 4.825 1.904
O 2.042 -0.299 -2.175
O -2.850 1.212 -3.951
H 0.949 0.405 0.094
O 1.482 -0.081 0.751
O 2.025 -1.582 5.473
H 3.071 1.699 3.394
H 1.462 -4.993 1.094
H -4.894 4.486 -0.995
O -3.405 3.304 3.875
H 4.888 0.683 -1.272
H 1.635 1.520 3.024
H 1.491 4.908 -4.046
O -4.972 -2.139 -1.458
H 1.682 -0.096 -3.084
O 4.558 0.377 2.007
H -0.377 -4.026 -5.029
H 1.184 -1.682 5.908
O 2.196 -5.188 -2.545
O -1.987 -4.805 2.889
H 1.731 -4.395 -2.734
H 0.529 -0.227 -5.181
H 4.318 -2.575 -0.369
O 4.305 1.383 -1.010
H 2.517 -0.155 -4.776
H -3.465 3.033 2.962
H -4.739 -2.300 1.229
H 3.340 -3.219 -2.669
H 3.913 0.404 1.267
H 1.424 -5.720 -2.192
O -0.253 -4.970 -4.920
H 1.119 4.616 2.523
H -4.517 -2.728 4.046
H 0.649 -0.406 -1.530
H -1.506 1.675 0.944
O 4.466 -1.749 4.012
H -4.054 -3.745 -2.271
O 3.514 -2.332 -2.971
H -0.009 6.490 -1.201
H -5.127 -1.181 -1.585
O -2.081 1.979 1.681
O -1.877 -3.074 -0.411
H -3.159 -4.898 -2.459
H -3.465 -1.980 4.650
O 1.173 -3.720 3.505
H 3.259 -2.212 -3.881
O 2.308 -5.454 0.902
H 4.751 0.249 5.069
O 0.221 -0.521 2.930
H 0.518 -4.991 -4.363
H -1.252 -4.325 3.299
H -1.873 -5.755 2.846
O 3.503 -2.691 0.139
H 3.424 1.036 -0.978
H 2.282 -0.647 5.448
H -2.132 -2.213 -0.137
O 0.390 0.308 -4.401
H 0.366 1.237 -4.651
H 2.589 -1.113 -2.285
O -5.994 2.859 0.463
O -4.031 -2.747 4.863
H 0.095 2.697 -6.348
H -0.365 0.143 3.354
O 2.556 -0.156 -5.743
H 2.479 -5.042 0.035
O -2.785 2.433 -1.746
H -2.322 0.020 -0.983
H -0.688 5.451 3.994
O -0.854 2.565 -6.070
H -0.247 0.966 -1.272
O 2.193 1.981 3.671
H 2.661 4.204 -4.818
O 3.410 4.649 -2.057
H -0.043 0.107 6.153
H 3.597 -1.765 3.581
H -2.783 1.701 -4.799
H -1.541 -0.208 0.318
H -2.676 3.886 4.030
H -5.850 -3.254 1.514
H -0.777 3.329 -5.491
H -0.530 -3.505 -1.561
H 3.300 0.341 4.305
O -0.238 0.019 -1.293
H 4.168 -2.157 4.835
H -1.986 0.822 -3.860
O -4.051 -4.653 -2.678
H -2.670 1.302 2.057
H 3.282 4.250 -1.202
O 0.128 -3.052 -2.112
H -3.583 2.214 -1.261
H 3.248 -0.897 -5.904
H 1.551 -2.996 4.003
H 1.101 -4.511 4.050
H 3.188 3.928 -2.650
O -5.655 -2.306 1.477
H -6.240 2.448 1.290
O -3.956 4.659 -1.208
H -3.238 2.211 -2.576
H 0.171 3.302 -1.905
H -5.288 2.409 -0.015
H 0.862 1.355 5.677
H -0.205 -2.152 -2.250
H -3.702 5.103 -0.395
O -0.251 4.641 3.684
O 1.896 4.044 -4.198
H 0.394 -0.054 2.063
O -0.347 5.603 -1.356
H 0.332 4.064 4.184
H -1.610 -3.569 0.385
O 3.831 0.474 5.167
O -0.168 2.913 -2.707
O -2.408 -0.331 -0.060
H 4.240 -0.363 2.534
O 0.102 1.045 6.159
H -1.167 5.720 -0.876
H -1.111 2.987 -2.534
H 3.635 -3.171 0.944
H 1.926 -0.843 0.335
H -5.862 -2.532 -1.442
H 1.762 5.774 1.908

These are the Löwdin partial charges, in e, on atoms 1 to 2:
1 O -0.07
2 O -0.07